## w
Entry from OMol25: an isolated molecule of C5H11Cl (the ωB97M-V functional and the def2-TZVPD basis).

Geometry (Å):
C 1.754 -0.043 -0.719
C 1.037 -0.713 0.486
C -0.397 -1.106 0.262
C -1.249 0.005 -0.395
C -1.139 1.388 0.351
H 1.441 1.094 -0.744
H 2.779 0.040 -0.621
H 1.484 -0.205 -1.718
H 1.448 -1.599 0.906
H 1.225 -0.051 1.387
H -0.795 -1.424 1.224
H -0.388 -1.890 -0.530
H -0.964 -0.011 -1.464
H -0.656 2.119 -0.333
H -0.470 1.226 1.235
H -2.054 1.643 0.896
Cl -3.057 -0.474 -0.223

Multiplicity ... 1
Lowest unoccupied orbital energy ... 0.989 eV
Frontier orbital gap ... 11.36 eV
Structure (SMILES) ... CCC[C@H](C)Cl

These are the Mulliken partial charges, in e, on atoms 1 to 8: atom 1 (C): -1.20, atom 2 (C): -0.40, atom 3 (C): -0.87, atom 4 (C): 0.27, atom 5 (C): -1.15, atom 6 (H): 0.19, atom 7 (H): 0.39, atom 8 (H): 0.39



## x
Entry from OMol25: an isolated molecule of C5H11Cl (the ωB97M-V functional and the def2-TZVPD basis).

Geometry (Å):
C -0.388 2.054 0.080
C 0.035 0.728 -0.697
C -0.435 -0.478 0.107
C -0.391 -1.683 -0.713
C 0.555 -0.656 1.207
H -1.420 2.389 -0.194
H 0.339 2.865 -0.198
H -0.244 2.046 1.170
H 1.074 0.669 -0.966
H -0.459 0.719 -1.633
H -1.380 -0.246 0.759
H -0.912 -1.626 -1.593
H -0.584 -2.722 -0.281
H 0.629 -2.016 -1.218
H 0.697 0.351 1.724
H 0.508 -1.566 1.811
Cl 2.377 -0.826 0.634

Multiplicity ... 1
Lowest unoccupied orbital energy ... 1.004 eV
Frontier orbital gap ... 11.38 eV
Structure (SMILES) ... CC[C@@H](C)CCl

These are the Mulliken partial charges, in e, on atoms 1 to 8: atom 1 (C): -1.10, atom 2 (C): -0.74, atom 3 (C): 0.61, atom 4 (C): -1.50, atom 5 (C): -0.68, atom 6 (H): 0.30, atom 7 (H): 0.33, atom 8 (H): 0.31



Taking the most stable structure as the zero point, the relative energies in eV are w 0.000; x 0.248.



## w
Entry from OMol25: a cluster of 6 separate species, C5H20N2O6 in total (the ωB97M-V functional and the def2-TZVPD basis).

Geometry (Å):
O 1.375 0.029 -2.295
C 1.653 -0.370 -1.180
C 0.652 -1.052 -0.243
C -0.712 -1.194 -0.907
C -1.821 -1.652 0.036
C -2.631 0.367 0.877
N -2.058 -0.713 1.134
N 1.153 -2.339 0.238
H 2.684 -0.323 -0.808
H 0.522 -0.426 0.614
H -0.628 -1.903 -1.737
H -0.976 -0.251 -1.351
H -1.539 -2.601 0.501
H -2.733 -1.802 -0.523
H -2.995 0.665 -0.122
H -2.782 1.079 1.661
H 0.852 -3.072 -0.329
H 2.129 -2.361 0.348
H 1.234 0.189 3.028
H 2.274 1.282 3.395
O 1.497 1.131 2.834
H 0.626 1.766 -3.551
H 1.345 2.343 -2.354
O 0.636 2.565 -3.012
H -2.408 2.702 -2.386
H -0.913 2.580 -2.172
O -1.805 2.567 -1.705
H 1.200 -1.991 2.544
H -0.182 -1.394 3.024
O 0.778 -1.462 3.267
H 1.477 1.585 1.110
H 0.613 2.212 -0.066
O 1.483 1.844 0.131

Multiplicity ... 1
Lowest unoccupied orbital energy ... 0.543 eV
Frontier orbital gap ... 10.12 eV
Structure (SMILES) ... C=NCC[C@@H](N)C=O.O.O.O.O.O

These are the Mulliken partial charges, in e, on atoms 1 to 8: atom 1 (O): -0.56, atom 2 (C): -0.08, atom 3 (C): 1.24, atom 4 (C): -0.90, atom 5 (C): -0.86, atom 6 (C): -0.28, atom 7 (N): -0.33, atom 8 (N): -0.61



## x
Entry from OMol25: a cluster of 6 separate species, C5H20N2O6 in total (the ωB97M-V functional and the def2-TZVPD basis).

Geometry (Å):
N -0.713 1.654 0.645
C -1.008 0.282 0.199
C -1.284 -0.699 1.357
C -1.254 -2.119 0.931
C -0.178 -2.700 0.364
C -2.257 0.328 -0.689
N -2.147 -0.192 -1.942
O -3.292 0.831 -0.299
H -0.070 1.629 1.419
H -1.555 2.114 0.831
H -0.091 -0.080 -0.420
H -2.221 -0.479 1.811
H -0.552 -0.546 2.186
H -2.229 -2.668 1.061
H -0.131 -3.727 0.124
H 0.728 -2.159 0.165
H -1.257 -0.548 -2.254
H -2.923 -0.186 -2.570
H 2.622 2.121 2.779
H 2.194 0.772 2.086
O 1.953 1.720 2.183
H 1.229 -0.745 -2.091
H 0.854 -0.636 -3.607
O 0.532 -1.042 -2.796
H 1.907 2.220 0.540
H 0.859 2.279 -0.543
O 1.801 2.238 -0.436
H 2.483 -0.675 0.653
H 1.855 -1.426 1.839
O 2.530 -0.834 1.630
H 3.225 -0.234 -1.318
H 2.122 0.709 -0.865
O 2.333 -0.226 -0.996

Multiplicity ... 1
Lowest unoccupied orbital energy ... 0.300 eV
Frontier orbital gap ... 9.63 eV
Structure (SMILES) ... C=CC[C@H](N)C(N)=O.O.O.O.O.O

These are the Mulliken partial charges, in e, on atoms 1 to 8: atom 1 (N): -0.72, atom 2 (C): 2.50, atom 3 (C): -0.92, atom 4 (C): 0.19, atom 5 (C): -0.84, atom 6 (C): -0.01, atom 7 (N): -0.24, atom 8 (O): -0.67



Taking the most stable structure as the zero point, the relative energies in eV are w 1.351; x 0.000.



## w
Entry from OMol25: a cluster of 2 separate species, C6H16 in total (the ωB97M-V functional and the def2-TZVPD basis).

Geometry (Å):
C -0.101 1.146 -0.550
C -0.210 0.615 -1.969
C 1.248 1.870 -0.366
C -1.271 2.076 -0.185
H -0.094 0.308 0.150
H 0.288 -0.352 -2.107
H 0.244 1.302 -2.693
H 1.365 2.599 -1.165
H 1.263 2.436 0.573
H 2.070 1.152 -0.367
H -1.859 1.710 0.667
H -0.926 3.069 0.107
H -1.946 2.195 -1.041
H -1.251 0.495 -2.284
C 0.309 -2.369 2.132
C -0.021 -2.791 0.691
H -0.556 -1.888 2.594
H 0.550 -3.245 2.730
H 1.122 -1.649 2.153
H -1.014 -3.215 0.597
H 0.705 -3.523 0.320
H 0.084 -1.939 0.014

Multiplicity ... 1
Lowest unoccupied orbital energy ... 1.004 eV
Frontier orbital gap ... 12.15 eV
Structure (SMILES) ... CC(C)C.CC

These are the Mulliken partial charges, in e, on atoms 1 to 8: atom 1 (C): 1.43, atom 2 (C): -1.38, atom 3 (C): -1.62, atom 4 (C): -1.25, atom 5 (H): -0.35, atom 6 (H): 0.31, atom 7 (H): 0.36, atom 8 (H): 0.39



## x
Entry from OMol25: a cluster of 2 separate species, C6H16 in total (the ωB97M-V functional and the def2-TZVPD basis).

Geometry (Å):
C 1.742 -1.046 0.238
C 1.392 -0.858 1.794
C 1.353 -2.359 -0.598
H 2.926 -1.030 0.155
H 1.232 -0.310 -0.336
H 1.498 -1.681 2.545
H 1.987 -0.027 2.070
H 1.435 -2.226 -1.699
H 0.255 -2.565 -0.549
H 0.401 -0.803 1.687
H 1.843 -3.219 -0.149
C -1.258 2.065 -0.546
C -1.857 1.646 0.729
C -1.225 0.929 -1.642
H -2.012 2.783 -1.018
H -0.162 2.341 -0.449
H -1.107 1.512 1.562
H -0.232 0.503 -1.620
H -1.942 0.100 -1.551
H -1.496 1.404 -2.647
H -2.670 2.299 1.180
H -2.103 0.544 0.843

Multiplicity ... 1
Lowest unoccupied orbital energy ... 1.106 eV
Frontier orbital gap ... 11.92 eV
Structure (SMILES) ... CCC.CCC

These are the Mulliken partial charges, in e, on atoms 1 to 8: atom 1 (C): 0.14, atom 2 (C): -0.91, atom 3 (C): -1.10, atom 4 (H): 0.28, atom 5 (H): -0.20, atom 6 (H): 0.32, atom 7 (H): 0.29, atom 8 (H): 0.32



Taking the most stable structure as the zero point, the relative energies in eV are w 0.000; x 2.052.



## w
Entry from OMol25: a cluster of 2 separate species, C6H16 in total (the ωB97M-V functional and the def2-TZVPD basis).

Geometry (Å):
C 0.174 1.080 -0.718
C 1.286 2.226 -0.694
C -0.801 1.336 -1.901
C 1.011 -0.225 -1.104
H -0.316 0.878 0.100
H 2.121 2.150 -1.458
H -0.871 0.354 -2.514
H -1.901 1.347 -1.669
H -0.358 2.075 -2.494
H 0.417 -1.061 -0.750
H 1.053 -0.197 -2.188
H 1.897 2.121 0.160
H 0.792 3.272 -0.661
H 1.961 -0.227 -0.778
C -0.410 -2.190 2.783
C -1.244 -1.935 1.487
H -1.023 -2.579 3.611
H 0.450 -2.720 2.664
H -0.051 -1.278 3.122
H -0.628 -2.614 0.691
H -1.298 -0.885 1.467
H -2.339 -2.382 1.574

Multiplicity ... 1
Lowest unoccupied orbital energy ... 1.064 eV
Frontier orbital gap ... 11.55 eV
Structure (SMILES) ... CC(C)C.CC

These are the Mulliken partial charges, in e, on atoms 1 to 8: atom 1 (C): 0.55, atom 2 (C): -1.48, atom 3 (C): -1.28, atom 4 (C): -1.50, atom 5 (H): 0.42, atom 6 (H): 0.32, atom 7 (H): 0.28, atom 8 (H): 0.34



## x
Entry from OMol25: a cluster of 2 separate species, C6H16 in total (the ωB97M-V functional and the def2-TZVPD basis).

Geometry (Å):
C -1.647 -1.287 -1.073
C -0.712 -0.260 -1.643
C -1.009 -2.653 -0.912
H -2.497 -1.535 -1.737
H -2.272 -0.927 -0.237
H 0.308 -0.632 -1.534
H -0.823 0.028 -2.684
H 0.073 -2.671 -0.955
H -1.302 -3.296 -1.764
H -0.711 0.655 -1.056
H -1.204 -3.211 0.011
C 0.597 1.607 0.685
C 1.156 2.559 1.747
C 1.197 0.187 0.919
H -0.440 1.438 0.969
H 0.945 1.965 -0.275
H 0.949 2.239 2.776
H 0.979 -0.055 1.971
H 0.930 3.602 1.606
H 2.241 2.444 1.883
H 0.974 -0.535 0.166
H 2.266 0.340 1.139

Multiplicity ... 1
Lowest unoccupied orbital energy ... 1.169 eV
Frontier orbital gap ... 11.99 eV
Structure (SMILES) ... CCC.CCC

These are the Mulliken partial charges, in e, on atoms 1 to 8: atom 1 (C): -0.20, atom 2 (C): -0.97, atom 3 (C): -1.16, atom 4 (H): 0.28, atom 5 (H): 0.37, atom 6 (H): 0.30, atom 7 (H): 0.38, atom 8 (H): 0.35



## y
Entry from OMol25: a cluster of 2 separate species, C6H16 in total (the ωB97M-V functional and the def2-TZVPD basis).

Geometry (Å):
C 1.122 -0.726 -1.760
C 0.207 -1.809 -1.166
C 2.564 -0.989 -1.376
H 1.038 -0.742 -2.850
H 0.837 0.255 -1.384
H -0.162 -1.501 -0.182
H 2.744 -0.539 -0.395
H 2.819 -2.048 -1.392
H 0.595 -2.813 -1.025
H -0.696 -1.959 -1.767
H 3.288 -0.517 -2.047
C -1.361 1.774 1.469
C -0.434 0.923 2.375
C -2.112 0.968 0.435
H -0.799 2.509 0.900
H -2.012 2.304 2.166
H -0.345 1.330 3.381
H -0.953 -0.022 2.577
H -3.038 0.540 0.827
H 0.470 0.723 1.818
H -1.672 0.067 -0.025
H -2.218 1.569 -0.472

Multiplicity ... 1
Lowest unoccupied orbital energy ... 1.101 eV
Frontier orbital gap ... 12.10 eV
Structure (SMILES) ... CCC.CCC

These are the Mulliken partial charges, in e, on atoms 1 to 8: atom 1 (C): -0.05, atom 2 (C): -0.99, atom 3 (C): -1.12, atom 4 (H): 0.33, atom 5 (H): 0.15, atom 6 (H): 0.11, atom 7 (H): 0.25, atom 8 (H): 0.31



## z
Entry from OMol25: a cluster of 2 separate species, C6H16 in total (the ωB97M-V functional and the def2-TZVPD basis).

Geometry (Å):
C -0.386 1.149 0.740
C -1.059 2.050 1.806
C -1.224 -0.132 0.513
C -0.207 1.851 -0.642
H 0.560 0.835 1.177
H -2.155 2.115 1.707
H -1.856 -0.249 1.413
H -1.827 -0.037 -0.390
H -0.577 -0.991 0.392
H -0.596 2.871 -0.681
H 0.791 1.985 -1.050
H -0.681 3.077 1.781
H -0.812 1.632 2.772
H -0.708 1.302 -1.473
C 1.001 -2.130 -1.771
C 1.743 -2.451 -0.466
H 0.432 -3.031 -2.026
H 0.278 -1.329 -1.638
H 1.776 -2.208 -2.546
H 2.506 -1.702 -0.304
H 1.121 -2.936 0.276
H 2.266 -3.371 -0.771

Multiplicity ... 1
Lowest unoccupied orbital energy ... 1.103 eV
Frontier orbital gap ... 12.28 eV
Structure (SMILES) ... CC(C)C.CC

These are the Mulliken partial charges, in e, on atoms 1 to 8: atom 1 (C): 1.03, atom 2 (C): -1.66, atom 3 (C): -1.20, atom 4 (C): -1.34, atom 5 (H): 0.26, atom 6 (H): 0.33, atom 7 (H): 0.39, atom 8 (H): 0.36



Taking the most stable structure as the zero point, the relative energies in eV are w 1.873; x 0.739; y 0.000; z 0.425.



## w
Entry from OMol25: a cluster of 2 separate species, C6H16 in total (the ωB97M-V functional and the def2-TZVPD basis).

Geometry (Å):
C -0.367 -0.133 1.626
C 1.108 0.293 1.715
C -0.968 -0.267 3.037
H -0.571 -1.040 1.060
H -0.837 0.619 0.987
H 1.762 -0.592 1.699
H 1.545 0.993 1.013
H -1.584 0.599 3.258
H -0.275 -0.759 3.715
H 1.282 0.666 2.727
H -1.754 -1.045 3.014
C -0.060 -0.437 -2.350
C -1.154 0.523 -1.910
C 1.383 -0.022 -2.225
H -0.224 -0.595 -3.429
H -0.171 -1.395 -1.847
H -1.762 0.107 -1.104
H -0.608 1.327 -1.388
H 1.732 0.772 -2.895
H -1.814 0.979 -2.635
H 2.100 -0.837 -2.308
H 1.647 0.410 -1.248

Multiplicity ... 1
Lowest unoccupied orbital energy ... 1.146 eV
Frontier orbital gap ... 12.17 eV
Structure (SMILES) ... CCC.CCC

These are the Mulliken partial charges, in e, on atoms 1 to 8: atom 1 (C): 0.26, atom 2 (C): -1.30, atom 3 (C): -1.38, atom 4 (H): 0.26, atom 5 (H): 0.01, atom 6 (H): 0.28, atom 7 (H): 0.31, atom 8 (H): 0.33



## x
Entry from OMol25: a cluster of 2 separate species, C6H16 in total (the ωB97M-V functional and the def2-TZVPD basis).

Geometry (Å):
C -0.804 0.576 -0.230
C -2.273 0.466 -0.473
C -0.059 1.399 -1.306
C -0.536 1.247 1.178
H -0.402 -0.397 -0.118
H -2.925 1.236 0.053
H -2.643 -0.572 -0.465
H 0.026 2.427 -1.113
H 0.985 1.080 -1.277
H -0.355 1.324 -2.407
H -0.620 0.446 2.021
H 0.553 1.514 1.408
H -1.268 2.062 1.592
H -2.544 0.675 -1.664
C 1.904 -1.464 1.073
C 1.546 -2.100 -0.311
H 2.944 -0.974 1.043
H 1.205 -0.782 1.323
H 1.877 -2.250 1.917
H 0.632 -2.609 -0.465
H 2.384 -2.706 -0.412
H 1.485 -1.223 -1.026

Multiplicity ... 1
Lowest unoccupied orbital energy ... 1.006 eV
Frontier orbital gap ... 11.90 eV
Structure (SMILES) ... CC(C)C.CC

These are the Mulliken partial charges, in e, on atoms 1 to 8: atom 1 (C): 1.63, atom 2 (C): -1.27, atom 3 (C): -1.37, atom 4 (C): -1.41, atom 5 (H): -0.53, atom 6 (H): 0.23, atom 7 (H): 0.37, atom 8 (H): 0.42



Taking the most stable structure as the zero point, the relative energies in eV are w 0.000; x 0.889.